The following is a quantum chemistry calculation of a molecular structure, C14H27AsFO3 at a distorted geometry, from OMol25.

Each line ends with the natural charge from an NBO analysis.
Element x y z (Å)
C  -3.1774  6.7827  -0.3354  -0.358
C  -2.2519  5.8108  -0.1946  -0.283
C  -1.5467  5.1594  -1.3401  0.752
O  -0.7989  5.8574  -2.0209  -0.577
O  -1.7590  3.8525  -1.5493  -0.499
C  -0.6626  3.1631  -2.2121  -0.064
C  -0.9937  1.6806  -2.2597  -0.442
C  -0.0796  0.8225  -1.3448  -0.395
C  0.5199  -0.4081  -2.0305  -0.391
C  -0.4207  -1.6100  -2.0666  -0.403
C  -0.6960  -2.3260  -0.7271  -0.725
As  0.7923  -2.3778  0.6589  0.919
C  0.8127  -4.5056  0.6772  -0.853
C  -0.3031  -5.0633  1.4457  0.420
O  -1.4859  -4.8777  1.1883  -0.613
C  2.2674  -2.4637  2.1232  -0.074
F  1.8114  -3.2488  3.1931  -0.411
C  2.5834  -1.0994  2.7006  -0.443
C  1.4221  -0.4921  3.4888  -0.611
H  -4.0519  6.6101  -0.9517  0.195
H  -3.0947  7.7375  0.1654  0.198
H  -1.9668  5.4930  0.8034  0.228
H  -0.5787  3.5372  -3.2267  0.187
H  0.2434  3.3754  -1.6578  0.187
H  -0.8783  1.2918  -3.2669  0.202
H  -2.0140  1.5028  -1.9377  0.225
H  -0.5775  0.5373  -0.4236  0.222
H  0.7592  1.4410  -1.0226  0.188
H  0.7177  -0.1220  -3.0692  0.173
H  1.4890  -0.6202  -1.5939  0.223
H  -0.0873  -2.2978  -2.8404  0.191
H  -1.3796  -1.2151  -2.4224  0.178
H  -0.8960  -3.3668  -0.9670  0.218
H  -1.5987  -1.9663  -0.2400  0.202
H  -0.2984  -2.4061  1.8039  -0.184
H  0.8693  -0.7990  0.7290  -0.205
H  1.9422  -2.4732  -0.4414  -0.225
H  0.8242  -4.8423  -0.3569  0.222
H  1.7399  -4.8456  1.1391  0.199
H  -0.0728  -5.6738  2.3446  0.083
H  3.1405  -2.9003  1.6348  0.145
H  3.4019  -1.2398  3.4171  0.178
H  2.9224  -0.4069  1.9335  0.207
H  1.0098  -1.2248  4.1734  0.215
H  1.7805  0.3756  4.0413  0.184
H  0.6212  -0.1582  2.8377  0.216

Computed properties:
**Charge**: -1
**LUMO level**: 2.0 eV